This record from OMol25 describes the molecule C10H8N4. The level of theory is ωB97M-V/def2-TZVPD.

Last column: Mulliken charge in e.
Cartesian coordinates (Å):
1 C 2.19286 -1.45567 -1.02351  -0.6944
2 C 1.54554 -0.65039 -1.90359  0.0363
3 N 0.35257 -0.11727 -1.51520  0.1041
4 C -0.75700 0.23335 -2.22077  -0.2482
5 C -1.79200 0.54156 -1.39585  -1.2669
6 C -1.35963 0.39397 -0.04259  0.5146
7 C -2.00973 0.60352 1.13652  -0.5240
8 N -1.48066 0.46701 2.37262  -0.5601
9 C -0.23219 0.64127 2.64782  -0.3967
10 C 0.74559 1.25100 1.76900  0.0684
11 N 0.90904 1.11194 0.52095  -0.5697
12 C 0.05972 -0.06700 -0.10751  0.9505
13 C 0.49341 -1.36825 0.49626  -0.2218
14 N 1.54753 -1.94371 0.07678  -0.5426
15 H 3.16834 -1.86450 -1.22153  0.4046
16 H 1.88480 -0.45035 -2.90759  0.3844
17 H -0.73640 0.23199 -3.29596  0.4630
18 H -2.76878 0.85820 -1.70243  0.4474
19 H -3.06096 0.86315 1.13483  0.4356
20 H 0.03786 0.52477 3.69220  0.3742
21 H 1.35945 2.02757 2.22019  0.4091
22 H -0.09935 -1.83216 1.26937  0.4320

Its SMILES is C1=CN2C=CC3=CN=CC=N[C@@]32C=N1. The value obtained for the relative energy (zero: lowest compared OMol25 entry of this formula, charge and spin) is 47.1 kcal per mole. The calculation puts the strongest force on any atom at 2.487 eV Å⁻¹. As for the total energy: -604.7907 Eh.